No. 1
This record from the OMol25 dataset describes a molecular structure, C20H22N4O2RhSSi. The level of theory is ωB97M-V/def2-TZVPD.

The geometry in XYZ format:
```
51
Properties=species:S:1:pos:R:3
Rh 0.450 -0.490 1.412
S 0.431 1.807 1.089
Si -1.823 -0.926 1.212
O 2.810 -1.441 4.403
O 1.120 -0.675 3.160
N 2.983 2.377 0.333
N 2.083 -2.021 1.074
N 2.936 -1.698 2.158
N 2.657 1.771 2.508
C 2.155 1.995 1.298
C -2.545 -4.962 1.236
C 1.461 3.612 -2.847
C 1.556 3.268 -1.505
C 2.538 3.454 -3.705
C -4.751 1.361 -0.444
C -2.791 1.916 -1.717
C -2.279 -5.337 -0.073
C -4.140 2.097 -1.448
C -1.682 -3.080 -0.622
C 3.736 2.954 -3.215
C 2.751 2.747 -1.036
C -1.949 -2.677 0.698
C -2.639 0.273 0.059
C 2.291 -1.297 3.332
C -2.369 -3.641 1.624
C -2.049 1.013 -0.970
C -4.009 0.457 0.300
C 3.844 2.602 -1.881
C -1.847 -4.398 -1.004
H 4.780 2.212 -1.498
H 3.962 2.399 0.584
H -4.717 2.810 -2.022
H -2.318 2.478 -2.511
H -1.650 -4.699 -2.024
H 3.641 1.839 2.718
H 2.583 -1.975 0.195
H -5.804 1.492 -0.237
H 3.689 -2.351 2.335
H -1.373 -2.346 -1.360
H -2.885 -5.697 1.953
H -2.577 -3.353 2.648
H 2.039 1.427 3.230
H 4.591 2.841 -3.867
H 1.700 -2.962 1.170
H 0.718 3.434 -0.849
H -2.412 -6.368 -0.373
H 0.533 4.029 -3.215
H -1.000 0.889 -1.210
H 2.449 3.730 -4.747
H -2.373 -0.778 2.571
H -4.506 -0.111 1.079
```

Summary:
Multiplicity: 1
Total energy, eV: -52867.368
HOMO energy (spin up / spin down), eV: -11.8 / -11.8
Total charge: +1
Energy relative to the best compared isomer or geometry (same formula, charge and spin), eV: 2.064
F_max, eV/A: 2.312
Gap between HOMO and LUMO (spin up / spin down), eV: 7.6 / 7.6

***

No. 2
This record from the OMol25 dataset describes a molecular structure, CHAgF3MgNO3S2. The level of theory is ωB97M-V/def2-TZVPD.

The geometry in XYZ format:
```
13
Properties=species:S:1:pos:R:3
Ag -1.158 -2.149 1.328
S 2.021 0.828 -1.378
S -0.298 -0.081 -0.222
Mg 2.425 -0.819 1.165
F 0.007 2.129 1.242
F -0.996 2.424 -0.641
F -2.033 1.488 0.999
O -1.536 -0.925 -0.273
O 0.401 -0.655 1.065
O 2.985 -0.127 -0.495
N 0.526 -0.080 -1.508
C -0.873 1.639 0.401
H -1.472 -3.671 -1.682
```

Summary:
Multiplicity: 2
Total energy, eV: -47940.615
HOMO energy (spin up / spin down), eV: -11.3 / -11.3
Total charge: +1
Energy relative to the best compared isomer or geometry (same formula, charge and spin), eV: 0.000
F_max, eV/A: 3.667
Gap between HOMO and LUMO (spin up / spin down), eV: 4.9 / 4.9

***

No. 3
This record from the OMol25 dataset describes a molecular structure, C44H43As2Cl3LaNO8P2. The level of theory is ωB97M-V/def2-TZVPD.

The geometry in XYZ format:
```
104
Properties=species:S:1:pos:R:3
La -14.916 -14.344 3.429
As -16.755 -11.034 -1.779
As -13.741 -9.767 -0.933
Cl -13.290 -10.816 5.710
Cl -10.900 -12.490 5.910
Cl -12.445 -13.208 2.996
P -12.999 -17.528 3.819
P -13.397 -16.529 0.880
O -15.480 -11.819 3.577
O -17.161 -10.235 3.663
O -16.839 -16.349 3.108
O -13.202 -14.000 7.546
O -14.026 -16.513 4.223
O -14.453 -15.596 1.437
O -19.046 -16.844 2.818
O -14.274 -13.844 5.604
N -17.552 -13.761 3.638
C -14.158 -17.755 -0.134
C -15.758 -10.827 -4.518
C -12.166 -10.910 -1.124
C -13.425 -13.451 6.488
C -19.720 -13.196 5.252
C -15.644 -20.464 3.306
C -14.911 -10.470 -5.549
C -12.106 -15.770 -0.107
C -13.755 -9.722 -5.267
C -10.306 -18.031 4.567
C -18.887 -12.187 4.874
C -16.145 -18.701 -1.138
C -13.445 -18.794 -0.705
C -10.986 -15.354 -2.207
C -12.986 -20.299 4.049
C -9.927 -14.684 -0.204
C -13.585 -21.539 3.782
C -15.097 -19.229 3.618
C -16.742 -13.030 -2.199
C -18.525 -10.810 -2.710
C -15.485 -10.507 -3.200
C -14.923 -21.641 3.439
C -17.762 -12.501 4.077
C -12.871 -8.031 -1.446
C -12.146 -15.785 -1.505
C -10.541 -16.627 6.920
C -13.758 -19.148 3.856
C -9.196 -17.897 5.428
C -14.058 -19.807 -1.433
C -11.641 -16.722 6.053
C -15.440 -19.764 -1.694
C -11.528 -17.404 4.884
C -14.304 -9.866 -2.843
C -13.446 -9.490 -3.900
C -9.882 -14.826 -1.557
C -19.531 -14.494 4.739
C -11.009 -15.163 0.518
C -12.585 -12.278 6.104
C -18.402 -14.754 3.947
C -12.358 -17.367 2.109
C -9.311 -17.160 6.616
C -15.519 -17.656 -0.431
C -16.704 -11.537 3.738
C -18.009 -16.054 3.277
H -12.199 -18.432 1.773
H -11.376 -16.821 2.261
H -13.011 -22.458 3.889
H -13.076 -9.364 -6.019
H -10.981 -15.049 1.571
H -11.947 -11.268 -2.162
H -11.224 -10.415 -0.820
H -20.576 -13.043 5.908
H -12.595 -16.291 6.289
H -15.459 -22.555 3.265
H -16.396 -9.641 3.521
H -12.275 -11.769 -0.463
H -18.930 -11.160 5.265
H -9.121 -14.211 0.370
H -12.349 -18.818 -0.626
H -16.162 -13.517 -1.441
H -13.023 -16.151 -2.068
H -10.720 -16.019 7.804
H -18.774 -9.745 -2.765
H -20.251 -15.304 4.844
H -18.419 -11.203 -3.731
H -16.087 -16.815 -0.078
H -11.957 -20.187 4.371
H -11.042 -15.491 -3.292
H -8.278 -18.465 5.207
H -15.670 -18.337 3.672
H -12.454 -9.133 -3.639
H -19.178 -11.435 -2.109
H -11.914 -8.244 -1.965
H -8.981 -14.489 -2.094
H -8.517 -17.116 7.374
H -16.646 -11.441 -4.725
H -19.838 -16.304 2.782
H -15.963 -20.549 -2.221
H -17.238 -18.663 -1.338
H -10.296 -18.582 3.656
H -16.276 -13.257 -3.177
H -16.663 -20.492 2.969
H -13.496 -20.648 -1.843
H -15.193 -10.648 -6.556
H -17.771 -13.386 -2.204
H -12.637 -7.471 -0.524
H -13.651 -7.484 -2.072
```

Summary:
Multiplicity: 1
Total energy, eV: -242869.470
HOMO energy, eV: -11.5
Total charge: +2
Energy relative to the best compared isomer or geometry (same formula, charge and spin), eV: 0.768
F_max, eV/A: 4.006
Gap between HOMO and LUMO, eV: 3.8

***

No. 4
This record from the OMol25 dataset describes a single C5H8O2 molecule. The level of theory is ωB97M-V/def2-TZVPD.

The geometry in XYZ format:
```
15
Properties=species:S:1:pos:R:3
O -1.822 1.644 -0.774
O 2.897 -0.626 -0.454
C -1.021 0.604 -1.294
C 2.009 -0.883 0.264
C -0.262 -0.545 0.992
C 0.038 0.172 -0.325
C 1.079 -1.241 1.148
H 0.560 -0.726 -0.781
H -1.114 -1.230 0.874
H 0.647 1.064 -0.087
H -2.573 1.234 -0.334
H -0.482 0.125 1.832
H 1.411 -1.892 1.941
H -1.612 -0.270 -1.598
H -0.525 0.995 -2.192
```

Summary:
Multiplicity: 1
Total energy, eV: -9407.416
HOMO energy, eV: -8.8
Structure (SMILES): O=C=CCCCO
Energy relative to the best compared isomer or geometry (same formula, charge and spin), eV: 2.416
F_max, eV/A: 2.120
Gap between HOMO and LUMO, eV: 9.6

***

No. 5
This record from the OMol25 dataset describes a molecular structure, C10H6N5O7PtS3. The level of theory is ωB97M-V/def2-TZVPD.

The geometry in XYZ format:
```
32
Properties=species:S:1:pos:R:3
Pt 0.043 0.189 -0.085
S 0.152 2.821 0.932
S 0.045 0.214 2.273
S 0.772 2.641 3.815
O -6.380 -1.444 -4.239
O -1.951 0.034 -0.169
O -0.701 0.664 -4.040
O -5.623 -1.725 0.302
O -3.916 -0.916 1.313
O 0.075 0.024 -2.179
O -4.873 -0.720 -5.595
N 4.124 0.547 0.476
N -0.911 0.239 -2.922
N 2.040 0.213 -0.032
N -5.269 -1.000 -4.474
N -4.521 -1.180 0.302
C -2.217 -0.127 -2.543
C -4.383 -0.756 -3.361
C 0.320 1.917 2.374
C -3.104 -0.303 -3.595
C -2.635 -0.297 -1.163
C 4.124 -0.301 -0.608
C 2.850 0.835 0.796
C -3.978 -0.818 -0.999
C -4.806 -1.047 -2.071
C 2.817 -0.504 -0.915
H -5.784 -1.466 -1.893
H -2.769 -0.111 -4.603
H 5.025 -0.684 -1.051
H 2.553 1.487 1.604
H 2.376 -1.082 -1.706
H 4.933 0.890 0.958
```

Summary:
Multiplicity: 1
Total energy, eV: -67996.749
HOMO energy (spin up / spin down), eV: -3.3 / -3.3
Total charge: -1
F_max, eV/A: 1.493
Gap between HOMO and LUMO (spin up / spin down), eV: 4.0 / 4.0

***

No. 6
This record from the OMol25 dataset describes 7 unconnected molecules or ions with the total composition C28H49N7. The level of theory is ωB97M-V/def2-TZVPD.

The geometry in XYZ format:
```
84
Properties=species:S:1:pos:R:3
N -3.859 3.995 0.500
N 3.734 4.432 2.742
N -3.206 -0.772 -3.389
N 0.022 5.789 1.052
N 0.052 -2.910 -2.876
N -0.671 2.286 -2.430
N 0.937 -3.932 0.401
C 4.126 1.880 3.169
C -5.507 4.584 3.877
C -4.191 3.802 4.045
C 0.925 -3.668 -2.795
C 1.367 4.925 -0.995
C -1.918 -2.991 -5.803
C 1.737 1.235 3.770
C -2.549 -1.125 -4.271
C 3.234 1.154 4.217
C -0.762 1.323 -1.752
C -1.644 -1.531 -5.355
C -0.806 -3.735 2.385
C 2.076 -4.642 -2.726
C 1.518 -5.766 -4.914
C 0.604 5.397 0.147
C 1.769 -5.927 -3.411
C -0.208 -3.430 3.738
C 2.622 4.055 -0.685
C -3.115 4.125 2.959
C 0.602 -2.163 3.914
C 3.923 3.326 2.924
C 2.409 2.567 -0.551
C -1.007 -3.479 -6.932
C -0.397 0.303 0.609
C 0.168 -3.857 1.262
C -0.768 1.636 1.273
C -3.514 4.013 1.565
C -0.849 0.161 -0.847
H -0.635 -1.452 -4.951
H 5.124 1.744 3.586
H -1.833 1.863 1.227
H -5.361 5.664 3.893
H -0.998 -3.408 4.489
H -1.205 -4.515 -7.206
H -1.617 -3.072 2.085
H -1.360 -4.671 2.453
H 0.052 -1.254 3.667
H -1.686 -0.890 -6.235
H 0.923 -2.091 4.953
H 3.258 4.202 -1.558
H 0.050 -3.419 -6.671
H 4.111 1.414 2.184
H -4.388 2.736 3.925
H -2.212 3.530 3.100
H 3.345 2.036 -0.724
H 3.002 -4.173 -3.057
H 3.101 4.456 0.208
H 1.647 5.853 -1.492
H 2.042 2.205 0.409
H -2.948 -3.167 -6.112
H -1.019 -2.835 -7.811
H -0.820 -0.520 1.185
H 3.589 0.135 4.373
H 1.522 -6.707 -5.464
H 2.192 -5.012 -5.321
H 2.655 -6.531 -3.214
H 1.734 2.112 -1.275
H -0.364 -0.667 -1.364
H 2.207 -4.951 -1.689
H 0.690 0.257 0.666
H 3.476 1.665 5.149
H 1.135 0.788 4.562
H 1.477 0.644 2.892
H 0.510 -5.369 -5.030
H 0.876 -6.346 -2.946
H -1.910 -0.086 -0.877
H 1.559 -2.098 3.396
H -3.726 4.093 4.987
H -0.606 1.665 2.351
H -6.036 4.321 2.960
H -1.744 -3.638 -4.943
H -6.170 4.395 4.722
H 0.500 -4.250 3.859
H -2.840 5.174 3.068
H 1.406 2.265 3.638
H 0.735 4.352 -1.673
H -0.295 2.502 0.810
```

Summary:
Multiplicity: 1
Total energy, eV: -40259.221
HOMO energy, eV: -10.7
Structure (SMILES): CCCC#N.CCCC#N.CCCC#N.CCCC#N.CCCC#N.CCCC#N.CCCC#N
Energy relative to the best compared isomer or geometry (same formula, charge and spin), eV: 1.301
F_max, eV/A: 4.038
Gap between HOMO and LUMO, eV: 11.0

***

No. 7
This record from the OMol25 dataset describes 2 unconnected molecules or ions with the total composition CH2ClN. The level of theory is ωB97M-V/def2-TZVPD.

The geometry in XYZ format:
```
5
Properties=species:S:1:pos:R:3
Cl -0.835 1.029 -1.873
N 0.199 0.004 1.557
C 0.548 -0.744 0.759
H -0.890 1.222 -0.607
H 0.979 -1.511 0.164
```

Summary:
Multiplicity: 3
Total energy, eV: -15073.369
HOMO energy (spin up / spin down), eV: -5.7 / -11.5
Energy relative to the best compared isomer or geometry (same formula, charge and spin), eV: 3.754
F_max, eV/A: 7.762
Gap between HOMO and LUMO (spin up / spin down), eV: 7.0 / 6.0